Formula: C6H10O4
Source: the Open Molecules 2025 dataset
Level of theory: ωB97M-V with the def2-TZVPD basis set

Each line ends with the natural charge from an NBO analysis.
CARTESIAN COORDINATES (ANGSTROEM)
C  0.91628  -0.88590  -0.45690  0.638
C  -0.46601  -1.24989  -0.55612  -0.600
C  1.55992  -0.02235  -1.47355  -0.739
C  -2.17695  0.01562  1.01635  -0.653
C  0.21313  1.00500  0.94173  0.631
C  -1.16510  0.23308  -0.11690  0.437
O  1.63559  -1.50575  0.46636  -0.598
O  0.57308  2.19184  0.39949  -0.705
O  0.49663  0.71324  2.07774  -0.652
O  -1.43339  0.95862  -1.08395  -0.697
H  2.51018  -1.10018  0.56205  0.498
H  1.05041  2.70051  1.07789  0.477
H  -0.81214  -1.45577  -1.56678  0.260
H  -0.74548  -2.04161  0.13166  0.240
H  2.45876  0.46088  -1.08668  0.227
H  1.82715  -0.64625  -2.33383  0.259
H  0.83416  0.72600  -1.80898  0.304
H  -2.50368  0.98252  1.39477  0.233
H  -3.03287  -0.51264  0.59105  0.217
H  -1.73966  -0.56698  1.82459  0.225

total energy: -14571.3961 eV
relative energy (zero: lowest compared OMol25 entry of this formula, charge and spin): 281.3 kJ/mol
frontier orbital gap: 7.41 eV
total charge: 0
HOMO: -7.87 eV